Entry 1:
Formula: C2H2O3S
Source: the OMol25 dataset
Level of theory: wB97M-V/def2-TZVPD

Geometry (Å):
1 C 0.11388 1.20631 0.40168
2 C 0.31122 0.45697 1.30553
3 O -0.80083 -0.04245 -1.90178
4 O 1.17405 -0.95493 -0.82354
5 O -0.93596 -1.56315 0.16347
6 S -0.23152 -0.72628 -0.79512
7 H 0.21372 1.86431 -0.34033
8 H 0.15544 -0.24078 1.99009

Results
LUMO level ... -0.4907 eV
HOMO-LUMO gap ... 0.4038 Ha
E ... -19079.7707 eV
ΔE to the lowest compared entry with this formula, charge and spin ... 450.98 kJ/mol



Entry 2:
Formula: C2H2O3Yb
Source: the OMol25 dataset
Level of theory: wB97M-V/def2-TZVPD

Geometry (Å):
1 O 0.68209 -1.28703 0.35980
2 C -0.67238 -1.22298 0.12426
3 Yb 1.60849 0.56174 -0.06872
4 H -1.18732 -2.15640 -0.13719
5 O -0.49041 1.09176 -0.23386
6 C -1.22019 -0.00932 -0.27256
7 O -2.52220 0.16480 0.08351
8 H -2.64611 -0.66467 0.73158

Results
LUMO level ... -1.4601 eV
HOMO-LUMO gap ... 0.1545 Ha
E ... -39775.9707 eV



Entry 3:
Formula: C2H2O4
Source: the OMol25 dataset
Level of theory: wB97M-V/def2-TZVPD

Geometry (Å):
1 C 0.39638 -0.53470 1.25379
2 C 0.21212 0.20344 -0.46469
3 O 1.44018 -0.28419 1.69773
4 O -0.61870 -1.15071 1.37634
5 O 0.04501 -0.76035 -1.25978
6 O -0.55644 1.30350 -0.64268
7 H -0.48796 -0.77261 -2.06669
8 H -0.43059 1.99563 0.10599

Results
LUMO level ... -0.1353 eV
HOMO-LUMO gap ... 0.3580 Ha
E ... -10294.2885 eV
ΔE to the lowest compared entry with this formula, charge and spin ... 278.57 kJ/mol



Entry 4:
Formula: C2H2OS
Source: the OMol25 dataset
Level of theory: wB97M-V/def2-TZVPD

Geometry (Å):
1 O -1.83569 -0.06170 -0.09327
2 C -0.67179 -0.42242 -0.01090
3 C 0.49981 0.52244 0.03333
4 S 1.86679 -0.21670 -0.06827
5 H -0.29541 -1.39716 0.16919
6 H 0.43628 1.57553 -0.03008

Results
LUMO level ... -1.4367 eV
HOMO-LUMO gap ... 0.2991 Ha
E ... -14987.3863 eV
ΔE to the lowest compared entry with this formula, charge and spin ... 31.37 kJ/mol



Entry 5:
Formula: C2H2OS2
Source: the OMol25 dataset
Level of theory: wB97M-V/def2-TZVPD

Geometry (Å):
1 O 1.16047 -0.88635 -0.47176
2 C -0.09390 -0.59301 -0.18281
3 S -1.39613 -1.44323 -0.62042
4 C -0.20351 0.63083 0.72124
5 S 0.88767 1.83161 0.59245
6 H 1.81679 -0.18587 -0.19309
7 H -1.18081 0.83566 1.18415

Results
LUMO level ... -1.8567 eV
HOMO-LUMO gap ... 0.2721 Ha
E ... -25823.0878 eV
ΔE to the lowest compared entry with this formula, charge and spin ... 63.12 kJ/mol



Entry 6:
Formula: C2H2OS3
Source: the OMol25 dataset
Level of theory: wB97M-V/def2-TZVPD

Geometry (Å):
1 O 0.32980 -1.69266 -0.15856
2 C 0.52542 -0.50147 -0.05436
3 S 2.21215 0.09947 -0.02387
4 C -0.66311 0.51662 0.02050
5 S -0.38850 2.09024 -0.10297
6 S -2.26941 -0.31206 -0.02323
7 H 1.89320 1.33855 0.24042
8 H -1.63955 -1.53868 0.10208

Results
LUMO level ... -1.5295 eV
HOMO-LUMO gap ... 0.2898 Ha
E ... -36658.7643 eV
ΔE to the lowest compared entry with this formula, charge and spin ... 17.89 kJ/mol



Entry 7:
Formula: C2H2S4
Source: the OMol25 dataset
Level of theory: wB97M-V/def2-TZVPD

Geometry (Å):
1 S -0.46606 -1.99380 0.63488
2 C -0.69210 -0.37788 0.10890
3 S -2.10091 0.57048 -0.38094
4 C 0.58301 0.45000 -0.09692
5 S 0.62557 1.99555 0.59870
6 S 2.00421 -0.65077 -0.46649
7 H -2.91333 -0.34684 -0.49296
8 H 2.95961 0.35327 0.09482

Results
LUMO level ... -1.9220 eV
HOMO-LUMO gap ... 0.2525 Ha
E ... -45445.0433 eV
ΔE to the lowest compared entry with this formula, charge and spin ... 124.41 kJ/mol



Entry 8:
Formula: C2H30F6O21S2
Source: the OMol25 dataset
Level of theory: wB97M-V/def2-TZVPD

Geometry (Å):
1 C -0.89517 0.81903 -0.30378
2 F -1.95816 0.88470 0.49787
3 F -1.24253 1.12979 -1.55033
4 F 0.04774 1.66194 0.09331
5 S -0.25626 -0.99057 -0.28986
6 O -1.45873 -1.83105 -0.18559
7 O 0.47045 -1.23248 -1.51928
8 O 0.57654 -1.05858 0.91479
9 C 1.51283 3.07502 2.69512
10 F 1.86097 3.40246 3.93336
11 F 0.85615 1.92289 2.73925
12 F 0.63254 4.02859 2.28540
13 S 3.02444 3.02542 1.54922
14 O 3.34283 1.61832 1.41251
15 O 2.52851 3.65211 0.32663
16 O 4.01392 3.80761 2.27336
17 O 1.76097 -3.62162 1.78386
18 H 1.18078 -2.88348 1.51520
19 H 1.80530 -3.53323 2.73986
20 O -2.04094 2.47496 -4.27049
21 H -1.41602 1.93558 -4.76575
22 H -2.31221 1.91718 -3.53371
23 O 0.31352 -1.41580 3.61812
24 H 0.23420 -1.09426 2.69782
25 H -0.33098 -2.13289 3.66418
26 O 0.91414 3.28765 -1.87637
27 H 0.23882 2.97962 -1.27539
28 H 1.71265 3.35336 -1.31051
29 O -1.81710 -4.24471 2.43924
30 H -1.12867 -4.24974 1.76445
31 H -2.25367 -3.36592 2.34822
32 O -1.51351 -2.94980 -3.10104
33 H -1.40487 -2.76209 -2.15565
34 H -2.45963 -3.08141 -3.21325
35 O -4.37082 0.11448 -0.99747
36 H -5.02146 -0.56845 -0.80826
37 H -4.07596 0.42496 -0.13333
38 O 0.58543 -0.97746 -4.38556
39 H -0.32391 -0.77392 -4.61217
40 H 0.59154 -1.00534 -3.41169
41 O -3.97471 3.49714 -0.48647
42 H -3.09000 3.20372 -0.23780
43 H -3.97423 3.48133 -1.44951
44 O 2.82767 -3.13678 -0.81758
45 H 1.96287 -3.25150 -1.22569
46 H 2.63383 -3.02865 0.13344
47 O 3.46564 0.65727 -1.15747
48 H 3.04705 -0.17978 -1.38501
49 H 3.22968 0.80594 -0.21867
50 O -2.99946 -1.79472 2.13261
51 H -2.48252 -1.54403 1.33503
52 H -3.90079 -1.52619 1.93666
53 O -2.14808 3.40215 2.15039
54 H -2.36932 4.28688 1.84378
55 H -1.19659 3.32080 1.98005
56 O 3.08314 -2.24103 -3.97249
57 H 3.13654 -2.21654 -3.00621
58 H 2.29396 -1.71607 -4.21059
59 O 3.23050 -1.32982 3.01208
60 H 2.61988 -1.46829 3.74378
61 H 2.68129 -0.96469 2.30740

Results
LUMO level ... 3.6747 eV
Net charge ... -2
HOMO-LUMO gap ... 0.3060 Ha
E ... -83539.4609 eV



Entry 9:
Formula: C2H30NO14
Source: the OMol25 dataset
Level of theory: wB97M-V/def2-TZVPD

Geometry (Å):
1 O -1.51387 -2.39256 0.11643
2 C -1.00882 -1.29949 -0.54936
3 O -0.17470 -1.68999 -1.61780
4 C -2.18507 -0.46930 -1.00387
5 N -1.82814 1.06459 -1.12326
6 H -0.00514 -2.62096 -1.79440
7 H -2.26164 -0.72146 -2.08464
8 H -3.13359 -0.59925 -0.49649
9 H -2.80124 1.41531 -1.17957
10 H -1.43808 1.51225 -0.24862
11 H -1.15893 1.25645 -1.85951
12 H -3.83756 0.91591 1.35763
13 H -4.48640 2.21817 0.95411
14 O -4.23225 1.36918 0.57368
15 H 0.79966 -0.18797 -3.95869
16 H 1.47006 1.05420 -4.66859
17 O 0.74716 0.79280 -4.09380
18 H 2.73958 -1.25501 -2.85689
19 H 1.31173 -1.28304 -2.50452
20 O 1.88585 -1.41711 -3.28717
21 H 2.71005 -2.70201 1.56913
22 H 2.12935 -1.79449 2.66342
23 O 1.89342 -2.26099 1.83785
24 H 1.08737 1.71032 -2.57300
25 H 1.88929 2.98130 -2.39555
26 O 1.32978 2.37819 -1.89292
27 H 1.23305 0.65056 3.79275
28 H 0.69330 -0.01560 2.58927
29 O 1.50159 -0.00232 3.13044
30 H 0.64844 -1.19825 0.59956
31 H -0.36463 -4.20379 2.27337
32 O -0.12447 -0.65839 0.36069
33 H -0.87511 -2.89554 0.74635
34 H 0.85718 -3.49189 1.66405
35 O 0.00267 -3.93189 1.41982
36 H 1.67743 2.63803 -0.14113
37 H 2.27822 2.10466 1.26238
38 O 1.71081 2.75589 0.82351
39 H -2.63831 0.27971 3.49159
40 H -1.82804 1.12117 2.30167
41 O -2.67848 0.85866 2.71452
42 H -1.19399 2.91107 1.64001
43 H 0.16397 2.34156 1.12351
44 O -0.80907 2.11918 1.23668
45 H 3.90722 0.23147 -0.43196
46 H 2.53446 0.42839 0.18448
47 O 3.37588 -0.01772 0.33485

Results
LUMO level ... -2.6475 eV
Net charge ... +1
HOMO-LUMO gap ... 0.4027 Ha
E ... -32711.5798 eV
ΔE to the lowest compared entry with this formula, charge and spin ... 0.00 kJ/mol



Entry 10:
Formula: C2H32NO12
Source: the OMol25 dataset
Level of theory: wB97M-V/def2-TZVPD

Geometry (Å):
1 C 0.72377 -3.52497 -0.71214
2 C -0.32353 -2.74219 -1.49068
3 N 0.21050 -1.29145 -1.57606
4 H 0.31229 -4.48386 -0.31364
5 H 1.43832 -4.21396 -1.38005
6 H 1.34978 -2.95749 0.00769
7 H -0.52769 -3.09818 -2.49032
8 H -1.30242 -2.66924 -0.93751
9 H 0.21453 -0.78201 -0.77433
10 H -0.46114 -0.86003 -2.28377
11 H 1.21737 -1.26765 -1.88256
12 H 0.17969 0.43026 2.77362
13 H -0.01183 -0.26496 4.23073
14 O -0.31526 0.20678 3.50655
15 H 0.79544 1.59329 -3.09374
16 H 0.39073 1.47413 -1.75848
17 O 0.85660 0.91809 -2.38406
18 H 2.48166 1.60986 0.60020
19 H 1.32368 0.83186 0.22211
20 O 1.54613 1.66685 0.58993
21 H 1.44878 -1.33686 1.50515
22 H -0.09636 -1.64300 1.56227
23 O 0.55433 -1.02448 1.26030
24 H -1.53266 -3.81539 2.81539
25 H -2.61461 -2.77708 2.80316
26 O -1.82415 -2.93009 2.43918
27 H -0.69937 3.91215 3.06248
28 H -0.03764 2.70234 2.44768
29 O -0.54439 3.47521 2.31710
30 H -0.12652 4.01286 -0.85457
31 H -0.02744 2.61278 -0.16555
32 O -0.02780 3.07679 -0.99538
33 H 3.37665 1.93571 -1.08941
34 H 2.71685 0.87628 -2.05485
35 O 3.43149 1.03360 -1.35572
36 H -1.52037 1.63397 1.70847
37 H -2.69662 0.85756 1.05352
38 O -1.75471 1.14765 0.86360
39 H 3.42891 -0.19470 -0.27507
40 H 3.97959 -1.49349 -0.01376
41 O 3.11547 -1.05378 0.16578
42 H -4.55380 1.76696 -0.66548
43 H -3.33697 2.65234 -0.54524
44 O -3.90657 2.09076 -1.20537
45 H -1.81379 1.06069 -1.44051
46 H -3.01324 0.48040 -2.08528
47 O -2.02367 0.36570 -2.11137

Results
LUMO level (spin up / spin down) ... 0.3650 / 0.2948 eV
Spin multiplicity ... 2
HOMO-LUMO gap (spin up / spin down) ... 0.0903 / 0.4053 Ha
E ... -28648.8019 eV



Entry 11:
Formula: C2H33O14S
Source: the OMol25 dataset
Level of theory: wB97M-V/def2-TZVPD

Geometry (Å):
1 C -1.27953 -1.62778 -0.58826
2 C -1.06518 -3.07571 -0.32726
3 S 0.04861 -3.93851 -1.52795
4 H -1.50118 -1.34518 -1.61734
5 H -0.39647 -1.01258 -0.33086
6 H -2.13495 -1.23950 0.00233
7 H -1.98108 -3.65866 -0.49206
8 H -0.60328 -3.28733 0.63440
9 H -2.78260 3.01958 0.28322
10 H -1.61339 2.91452 -0.64861
11 O -2.54594 3.20942 -0.63982
12 H 1.16714 -3.93694 -0.83077
13 H 3.72429 -1.69065 -0.86400
14 O 2.79414 -1.94814 -0.86384
15 H -2.69190 1.34743 2.11422
16 H -1.56714 2.28825 2.43144
17 O -2.53368 2.27479 2.39435
18 H 0.69916 1.31750 -0.55456
19 H -0.54141 1.55337 -1.57638
20 O -0.08894 1.91147 -0.77968
21 H 0.76046 2.27370 3.58241
22 H 1.17989 2.12172 2.05115
23 O 0.86226 1.64199 2.85491
24 H 1.69529 0.22172 -1.97374
25 H 1.46439 -1.14245 -2.75726
26 O 1.35372 -0.18704 -2.82283
27 H 3.05148 1.32068 -0.59328
28 H 2.40585 -1.02661 -0.79101
29 O 2.30837 0.71301 -0.52555
30 H -3.59497 2.21635 -1.61626
31 H -3.19941 1.52076 -2.85155
32 O -3.86444 1.42949 -2.15199
33 H 2.50566 -1.23882 1.84983
34 H 2.38340 -2.30669 0.84191
35 O 2.05681 -2.10698 1.74387
36 H 2.71336 0.53895 0.82629
37 H 2.78172 1.00754 2.36702
38 O 3.18564 0.33507 1.79527
39 H 0.48448 -1.47020 2.48005
40 H 0.14001 -0.01820 2.96680
41 O -0.18713 -0.94589 2.96551
42 H 2.39614 3.43595 0.55974
43 H 0.93437 3.01070 0.24011
44 O 1.51300 3.36965 0.93661
45 H -1.67025 -0.74722 2.02470
46 H -3.19389 -0.27573 2.33647
47 O -2.49051 -0.32575 1.68375
48 H 0.03773 0.86448 -3.26855
49 H -1.27491 0.24259 -2.98253
50 O -0.92211 1.09211 -3.26271

Results
LUMO level ... 2.5579 eV
Net charge ... -1
HOMO-LUMO gap ... 0.3274 Ha
E ... -42114.2067 eV
ΔE to the lowest compared entry with this formula, charge and spin ... 0.00 kJ/mol



Entry 12:
Formula: C2H34NO13S
Source: the OMol25 dataset
Level of theory: wB97M-V/def2-TZVPD

Geometry (Å):
1 C 1.06758 -0.69045 0.65390
2 C 1.85481 -1.87946 0.13225
3 S 2.35151 -2.90257 1.58180
4 N 1.86915 0.22122 1.57797
5 H 0.09975 -0.81818 1.17436
6 H 0.91776 -0.18470 -0.29651
7 H 2.75143 -1.56468 -0.42130
8 H 1.26322 -2.35642 -0.64826
9 H 2.12559 -4.11919 0.98940
10 H 1.50423 0.12500 2.52815
11 H 1.77454 1.18620 1.23814
12 H 2.89189 0.06108 1.54106
13 H -0.09027 -0.49186 -4.43853
14 H -0.27250 -1.59683 -3.25396
15 O -0.57807 -0.73949 -3.64098
16 H 4.70083 -0.02550 -0.60567
17 H 4.17893 1.25756 0.06544
18 O 4.25516 0.30358 0.19502
19 H -2.70091 -0.12139 -1.05440
20 H -2.63234 -0.70860 -2.38551
21 O -3.16196 -0.77798 -1.58696
22 H -1.26447 -2.79017 -1.60837
23 H -0.69428 -3.46384 -2.94794
24 O -0.49317 -2.97501 -2.15178
25 H -1.77385 -2.50139 3.07774
26 H -1.58993 -2.27734 1.63085
27 O -1.34946 -1.86612 2.48636
28 H -1.25035 0.95114 -3.46574
29 H -2.45459 1.72674 -3.74338
30 O -1.72634 1.72317 -3.11055
31 H 1.58921 2.57411 -0.59244
32 H 2.80714 3.40008 -0.73233
33 O 2.44781 2.70660 -0.17293
34 H 0.10160 -0.69199 4.36707
35 H -0.36913 0.74594 4.29180
36 O 0.39321 0.21063 4.55930
37 H -2.90867 2.72200 -0.32826
38 H -1.73622 2.06733 -0.99845
39 O -2.15208 2.16240 -0.13641
40 H 1.20216 3.01573 1.29763
41 H 0.21039 3.40924 2.41326
42 O 0.67664 2.65398 2.02560
43 H -2.95456 -2.36265 -0.70404
44 H -2.94448 -3.35130 0.62781
45 O -2.46345 -2.78891 0.02194
46 H -2.18183 0.03601 3.08287
47 H -2.91944 1.14562 2.42520
48 O -2.46383 0.93980 3.24681
49 H 0.70047 2.13773 -2.63940
50 H 0.39001 3.52347 -3.06628
51 O 1.00116 3.03962 -2.50132

Results
LUMO level ... -2.7457 eV
Net charge ... +1
HOMO-LUMO gap ... 0.3376 Ha
E ... -41564.1337 eV
ΔE to the lowest compared entry with this formula, charge and spin ... 0.00 kJ/mol



Entry 13:
Formula: C2H38O16S2
Source: the OMol25 dataset
Level of theory: wB97M-V/def2-TZVPD

Geometry (Å):
1 C 0.93979 1.81816 1.78530
2 C 1.29620 2.32855 0.38735
3 S 0.07869 3.25713 -0.51013
4 S -0.81073 4.62802 0.62797
5 H -0.13762 1.57167 1.93434
6 H 1.44264 2.55648 2.43538
7 H 1.31186 0.76063 1.91315
8 H 1.56143 1.30509 -0.18409
9 H 2.30683 2.82850 0.38562
10 H -1.78071 3.97448 1.16192
11 H -4.15741 1.46774 1.35383
12 H -4.27594 0.87555 -0.06537
13 O -4.19699 1.73162 0.36707
14 H -1.07445 1.07511 3.46919
15 H -1.85053 -0.32765 3.41308
16 O -1.87709 0.66480 3.11879
17 H 3.74585 0.38458 -3.07531
18 H 2.53692 -0.18583 -3.24812
19 O 3.17528 -0.20312 -2.58832
20 H 2.79902 -0.55089 1.52941
21 H 3.39370 0.04714 2.68534
22 O 2.81542 -0.65996 2.48146
23 H 3.15038 -1.95881 -2.64313
24 H 1.93711 -2.44696 -1.91426
25 O 2.87162 -2.61035 -2.06775
26 H -3.22786 -0.84386 -3.26328
27 H -2.38519 0.07092 -2.53400
28 O -2.38641 -0.74145 -2.87792
29 H 1.69704 2.19425 -3.34791
30 H 2.12450 3.19522 -2.33202
31 O 2.48304 2.65204 -3.14398
32 H -1.58459 -2.45261 -0.84992
33 H -1.69555 -2.30404 0.60897
34 O -2.20976 -2.38812 -0.17892
35 H -1.02406 -2.36901 3.89306
36 H -0.35943 -1.15347 4.39011
37 O -1.16053 -1.62292 4.28655
38 H -2.30363 2.01544 -0.68310
39 H -3.29347 1.89918 -1.76454
40 O -2.41717 1.65858 -1.61319
41 H -1.73096 -1.95513 -2.58322
42 H -1.12523 -3.54413 -2.64085
43 O -1.01134 -2.62425 -2.31736
44 H -3.31037 -1.02340 0.01981
45 H -4.44884 -1.49150 -0.73535
46 O -4.01280 -0.73398 -0.54889
47 H 1.49853 0.27599 4.16388
48 H 1.82190 -1.24152 4.05153
49 O 1.38348 -0.61228 4.58559
50 H 0.05086 -0.06380 -4.18220
51 H 0.13629 -0.57770 -2.83542
52 O 0.67453 -0.06013 -3.44084
53 H 1.54336 -2.62472 1.59410
54 H 0.44898 -1.48764 1.48950
55 O 0.79189 -2.20194 2.05456
56 H 3.60845 0.00061 -0.80230
57 H 3.09468 -1.46281 -0.90580
58 O 3.12841 -0.71352 -0.30939

Results
LUMO level ... -0.0855 eV
HOMO-LUMO gap ... 0.3343 Ha
E ... -57119.0741 eV
ΔE to the lowest compared entry with this formula, charge and spin ... 190.48 kJ/mol